Below is a molecular structure, C97H207N11O27, with properties calculated with the ωB97M-V functional and the def2-TZVPD basis.

Atoms and positions in Å:
C (-4.6919, -25.2282, 24.8302)
C (-5.6545, -24.8322, 23.7513)
C (-7.1300, -24.9449, 24.1844)
N (-8.1353, -24.2106, 23.2605)
C (-7.9019, -24.4821, 21.7799)
C (-9.5263, -24.5427, 23.7561)
C (-9.8811, -23.5122, 24.8256)
C (-8.8992, -22.3124, 24.5862)
C (-8.0916, -22.7138, 23.3449)
H (-4.8040, -24.6081, 25.7196)
H (-3.7147, -25.1336, 24.3566)
H (-4.8827, -26.2459, 25.1707)
H (-5.5021, -25.4728, 22.8827)
H (-5.4688, -23.8046, 23.4389)
H (-7.2676, -24.5376, 25.1861)
H (-7.4726, -25.9742, 24.2908)
H (-7.8663, -25.5597, 21.6197)
H (-6.9282, -24.1069, 21.4648)
H (-8.7584, -24.0829, 21.2367)
H (-10.2000, -24.4993, 22.9004)
H (-9.7836, -25.5921, 23.8994)
H (-10.9595, -23.3579, 24.7891)
H (-9.4400, -23.9595, 25.7164)
H (-9.5786, -21.4650, 24.4944)
H (-8.2554, -22.1518, 25.4509)
H (-8.5168, -22.2700, 22.4447)
H (-7.0548, -22.4264, 23.5201)
C (-0.7783, -28.7544, 32.0238)
C (-2.0585, -28.0598, 31.5983)
C (-1.8629, -26.7076, 30.8650)
N (-3.0412, -25.8241, 30.7380)
C (-4.1674, -26.5773, 30.0156)
C (-2.5974, -24.5122, 29.9152)
C (-2.9956, -23.3242, 30.6748)
C (-3.9789, -23.8386, 31.7097)
C (-3.4191, -25.1692, 32.1366)
H (-0.9593, -29.3060, 32.9463)
H (-0.0634, -27.9710, 32.2756)
H (-0.2326, -29.3415, 31.2852)
H (-2.4937, -27.7398, 32.5450)
H (-2.7272, -28.7352, 31.0646)
H (-1.5121, -27.0071, 29.8774)
H (-1.0940, -26.1247, 31.3721)
H (-3.7463, -27.2976, 29.3142)
H (-4.7710, -25.7707, 29.5996)
H (-4.7162, -27.0637, 30.8221)
H (-2.8781, -24.5003, 28.8620)
H (-1.5189, -24.4323, 29.7795)
H (-3.2162, -22.4263, 30.0976)
H (-2.1304, -23.0572, 31.2816)
H (-5.0008, -23.9100, 31.3374)
H (-3.9785, -23.0739, 32.4864)
H (-4.1332, -25.6776, 32.7845)
H (-2.5640, -24.9869, 32.7875)
C (-3.6744, -31.1304, 33.2713)
C (-2.5213, -32.0665, 33.7153)
C (-1.4846, -32.3497, 32.5320)
N (-0.7402, -33.7094, 32.6175)
C (0.1728, -33.5727, 33.8567)
C (0.0588, -33.9212, 31.3302)
C (0.3616, -35.4688, 31.2689)
C (-0.7273, -36.1483, 32.0971)
C (-1.6125, -35.0317, 32.6850)
H (-3.2910, -30.2798, 32.7078)
H (-4.1940, -30.7021, 34.1285)
H (-4.3741, -31.6719, 32.6346)
H (-2.9544, -33.0002, 34.0741)
H (-2.0156, -31.5985, 34.5598)
H (-0.6576, -31.6619, 32.3555)
H (-2.0614, -32.5110, 31.6213)
H (0.7998, -32.6829, 33.7998)
H (0.8151, -34.4451, 33.9765)
H (-0.5154, -33.4570, 34.6940)
H (0.9912, -33.3924, 31.5279)
H (-0.4960, -33.5548, 30.4665)
H (1.3392, -35.8291, 31.5893)
H (0.3284, -35.8368, 30.2434)
H (-0.1804, -36.6993, 32.8623)
H (-1.1384, -36.9155, 31.4410)
H (-2.0208, -35.0340, 33.6957)
H (-2.4591, -34.8750, 32.0166)
C (-3.7677, -18.8005, 33.9695)
C (-3.5009, -18.9989, 32.4903)
C (-4.6609, -18.8813, 31.5388)
N (-4.3099, -18.3531, 30.1254)
C (-3.3246, -19.3696, 29.5073)
C (-5.5639, -18.1346, 29.3252)
C (-5.2011, -17.0321, 28.2449)
C (-4.4060, -16.0869, 29.0677)
C (-3.5654, -17.0395, 29.9805)
H (-2.8821, -18.8882, 34.5988)
H (-4.4758, -19.5874, 34.2292)
H (-4.0855, -17.7627, 34.0694)
H (-3.0584, -19.9950, 32.4840)
H (-2.7026, -18.3212, 32.1877)
H (-5.4218, -18.1794, 31.8798)
H (-5.0355, -19.9003, 31.6356)
H (-3.6439, -20.3949, 29.6944)
H (-2.3086, -19.3851, 29.9016)
H (-3.3000, -19.3242, 28.4185)
H (-5.9449, -19.1127, 29.0314)
H (-6.3079, -17.6749, 29.9758)
H (-4.6510, -17.3908, 27.3749)
H (-6.0390, -16.5311, 27.7601)
H (-3.7242, -15.3232, 28.6934)
H (-5.1260, -15.4754, 29.6115)
H (-2.4946, -17.1232, 29.7949)
H (-3.7303, -16.6057, 30.9667)
C (-1.5171, -19.6480, 21.1190)
C (-1.5351, -19.8326, 22.6472)
C (-1.1518, -21.2055, 23.2390)
N (-1.4899, -21.3601, 24.7406)
C (-0.3901, -20.6572, 25.6111)
C (-1.6394, -22.8819, 25.0418)
C (-2.4416, -22.9887, 26.3593)
C (-3.4436, -21.9056, 26.2000)
C (-2.9031, -20.8658, 25.1386)
H (-0.5698, -19.7914, 20.5992)
H (-1.8077, -18.6474, 20.7990)
H (-2.2851, -20.2868, 20.6830)
H (-2.5521, -19.5945, 22.9586)
H (-0.9746, -19.0392, 23.1416)
H (-0.0747, -21.3420, 23.1417)
H (-1.6433, -21.9482, 22.6107)
H (-0.2923, -19.6107, 25.3224)
H (0.5177, -21.2448, 25.4744)
H (-0.7804, -20.5959, 26.6270)
H (-0.6286, -23.2898, 25.0399)
H (-2.1718, -23.3477, 24.2126)
H (-1.7921, -22.8922, 27.2293)
H (-2.9954, -23.9087, 26.5462)
H (-3.6706, -21.3592, 27.1154)
H (-4.3892, -22.2120, 25.7526)
H (-2.6374, -19.8988, 25.5656)
H (-3.5470, -20.8796, 24.2592)
C (4.5707, -28.8366, 27.6343)
C (3.5411, -27.6561, 27.7226)
C (3.3113, -27.3864, 29.1580)
N (2.5118, -26.0260, 29.4013)
C (2.5425, -25.8009, 30.9181)
C (3.1672, -24.7941, 28.7297)
C (2.3954, -24.6095, 27.4130)
C (1.0168, -25.2575, 27.5051)
C (1.1241, -26.0915, 28.8088)
H (4.4462, -29.2969, 26.6541)
H (4.4682, -29.6346, 28.3697)
H (5.6071, -28.5208, 27.7540)
H (2.6767, -27.9392, 27.1220)
H (3.9301, -26.7362, 27.2861)
H (4.2651, -27.2199, 29.6587)
H (2.6847, -28.1634, 29.5959)
H (2.1457, -26.6670, 31.4477)
H (1.8919, -24.9368, 31.0524)
H (3.5582, -25.4901, 31.1625)
H (3.1206, -23.8498, 29.2722)
H (4.2441, -24.8743, 28.5821)
H (2.2840, -23.5421, 27.2225)
H (2.9800, -24.9768, 26.5695)
H (0.2542, -24.4835, 27.5919)
H (0.7909, -25.8096, 26.5928)
H (0.5352, -25.6038, 29.5856)
H (0.8468, -27.1425, 28.7266)
C (-2.0963, -24.9755, 39.1853)
C (-2.7019, -24.2850, 37.9238)
C (-3.8988, -23.3360, 38.2927)
N (-4.3587, -22.4888, 37.0515)
C (-4.7863, -23.2323, 35.7731)
C (-3.3742, -21.3323, 36.9133)
C (-3.8447, -20.1091, 37.7896)
C (-5.2717, -20.3671, 38.1373)
C (-5.6491, -21.6947, 37.4145)
H (-1.5167, -25.8644, 38.9366)
H (-2.8580, -25.3213, 39.8842)
H (-1.5435, -24.1656, 39.6613)
H (-3.0043, -25.0999, 37.2660)
H (-1.8775, -23.6815, 37.5442)
H (-3.4263, -22.5805, 38.9205)
H (-4.6780, -23.8622, 38.8440)
H (-3.9651, -23.8674, 35.4407)
H (-4.8675, -22.5705, 34.9109)
H (-5.7800, -23.6448, 35.9478)
H (-3.4583, -21.0531, 35.8631)
H (-2.3449, -21.6493, 37.0813)
H (-3.7170, -19.2108, 37.1857)
H (-3.1947, -20.1076, 38.6646)
H (-5.9061, -19.5679, 37.7541)
H (-5.2905, -20.4168, 39.2260)
H (-6.1422, -21.3856, 36.4929)
H (-6.2487, -22.2205, 38.1576)
C (-9.7252, -27.7304, 31.2907)
C (-9.1609, -26.6972, 32.3158)
C (-8.4557, -25.4867, 31.6068)
N (-8.4195, -24.0491, 32.2435)
C (-7.6601, -24.1096, 33.6014)
C (-9.8424, -23.4387, 32.3776)
C (-9.7440, -22.0058, 32.0195)
C (-8.8286, -22.1230, 30.8401)
C (-7.6728, -23.0203, 31.3058)
H (-10.0059, -27.3740, 30.2996)
H (-10.4816, -28.3961, 31.7064)
H (-8.9042, -28.3958, 31.0240)
H (-8.4701, -27.2926, 32.9127)
H (-9.9814, -26.3176, 32.9247)
H (-9.0138, -25.3508, 30.6805)
H (-7.3991, -25.5953, 31.3621)
H (-7.4681, -23.0684, 33.8606)
H (-6.7877, -24.6928, 33.3069)
H (-8.3010, -24.6049, 34.3308)
H (-10.0874, -23.6507, 33.4183)
H (-10.4795, -24.0398, 31.7288)
H (-9.3804, -21.3288, 32.7926)
H (-10.7460, -21.6539, 31.7739)
H (-8.4169, -21.1700, 30.5077)
H (-9.2631, -22.4550, 29.8972)
H (-6.9600, -22.3671, 31.8091)
H (-7.2636, -23.5123, 30.4234)
C (1.1144, -31.3245, 28.8714)
C (2.4606, -32.0494, 29.0591)
C (2.8943, -32.7744, 27.7108)
N (3.8291, -33.9621, 27.9112)
C (5.0788, -33.5012, 28.7486)
C (3.1061, -35.2233, 28.5109)
C (4.0973, -36.3773, 28.2049)
C (4.5242, -36.1615, 26.7684)
C (4.2321, -34.6582, 26.6266)
H (1.1662, -30.4363, 28.2418)
H (0.5745, -31.0944, 29.7899)
H (0.4065, -31.9486, 28.3261)
H (2.2421, -32.7701, 29.8471)
H (3.1737, -31.3612, 29.5130)
H (3.3353, -32.0050, 27.0770)
H (1.9964, -33.1869, 27.2507)
H (4.7766, -33.4178, 29.7925)
H (5.4880, -32.5951, 28.3016)
H (5.8457, -34.2653, 28.6214)
H (2.9543, -35.0442, 29.5754)
H (2.1245, -35.3727, 28.0611)
H (4.9350, -36.4348, 28.8998)
H (3.6589, -37.3750, 28.2263)
H (5.5945, -36.3583, 26.7066)
H (4.0830, -36.8562, 26.0538)
H (5.0652, -34.0642, 26.2509)
H (3.4119, -34.5687, 25.9143)
C (-4.1425, -29.4727, 23.3221)
C (-4.6244, -29.8394, 24.7545)
C (-3.6328, -30.6389, 25.6870)
N (-4.1733, -31.0228, 27.1329)
C (-5.0660, -32.3089, 26.8790)
C (-4.9359, -29.8554, 27.7551)
C (-5.0566, -30.1750, 29.2610)
C (-3.9319, -31.2608, 29.5567)
C (-3.1031, -31.3075, 28.2519)
H (-4.2669, -30.3495, 22.6865)
H (-3.0951, -29.1906, 23.2160)
H (-4.7438, -28.6363, 22.9659)
H (-5.5435, -30.4161, 24.6504)
H (-4.8144, -28.8714, 25.2182)
H (-2.6356, -30.2896, 25.9544)
H (-3.3818, -31.6225, 25.2898)
H (-5.7076, -32.0755, 26.0293)
H (-5.7066, -32.6873, 27.6756)
H (-4.3791, -33.1203, 26.6385)
H (-5.8853, -29.5815, 27.2949)
H (-4.3120, -28.9716, 27.6225)
H (-6.0549, -30.4971, 29.5574)
H (-4.8130, -29.2554, 29.7931)
H (-4.2990, -32.2733, 29.7246)
H (-3.2384, -31.1493, 30.3902)
H (-2.5637, -32.2412, 28.0926)
H (-2.4219, -30.4577, 28.2949)
C (-2.2880, -27.8158, 35.4449)
C (-1.1292, -27.3924, 36.3132)
C (0.0608, -27.0648, 35.3504)
N (1.3619, -26.5371, 36.0500)
C (1.9246, -27.6660, 36.8925)
C (1.0786, -25.2893, 36.8980)
C (2.3088, -24.3686, 36.6202)
C (2.7115, -24.7105, 35.2175)
C (2.3976, -26.1507, 34.9467)
H (-3.1818, -27.9598, 36.0520)
H (-2.1473, -28.7426, 34.8887)
H (-2.6502, -27.0457, 34.7639)
H (-0.8569, -28.1096, 37.0875)
H (-1.3484, -26.4558, 36.8259)
H (-0.2108, -26.2216, 34.7153)
H (0.4458, -27.9438, 34.8334)
H (2.7965, -27.3371, 37.4580)
H (2.2789, -28.4665, 36.2431)
H (1.2144, -28.0364, 37.6318)
H (0.8439, -25.5356, 37.9335)
H (0.1233, -24.8741, 36.5768)
H (3.0951, -24.4408, 37.3716)
H (2.1280, -23.2937, 36.6087)
H (3.7648, -24.4826, 35.0540)
H (2.2924, -24.0618, 34.4482)
H (3.2865, -26.7680, 35.0765)
H (1.9910, -26.3240, 33.9504)
O (1.2854, -22.7429, 30.4964)
C (0.5143, -22.0106, 29.7382)
O (0.7423, -21.9569, 28.5275)
O (-0.4713, -21.4250, 30.2592)
H (0.8905, -22.5727, 31.3547)
O (-6.0918, -28.2197, 37.7327)
C (-6.2309, -26.8897, 37.9488)
O (-6.2082, -26.4686, 39.1145)
O (-6.3370, -26.1761, 36.9418)
H (-6.2028, -28.2190, 36.7792)
O (2.2043, -30.8035, 32.2534)
C (2.2020, -29.9531, 33.1722)
O (2.5963, -28.8843, 32.7161)
O (1.6026, -30.1100, 34.2337)
H (2.4484, -29.8924, 32.0747)
O (-6.8008, -25.8120, 28.0143)
C (-7.7266, -26.6714, 27.5748)
O (-7.7032, -27.8493, 27.9003)
O (-8.6067, -26.2729, 26.8585)
H (-7.1078, -24.9590, 27.6986)
O (-7.2173, -23.0256, 27.7390)
C (-6.7806, -21.8580, 28.0068)
O (-7.4737, -21.0541, 27.3928)
O (-5.8289, -21.6836, 28.8162)
H (-7.8242, -22.4161, 27.3128)
O (-9.1247, -19.6289, 35.4131)
C (-7.8440, -19.6076, 35.1995)
O (-7.1186, -18.7141, 35.6923)
O (-7.3504, -20.4722, 34.4383)
H (-9.0246, -18.7182, 35.6996)
O (-1.7114, -27.8008, 25.4411)
C (-1.5091, -27.6240, 26.7138)
O (-2.0334, -26.6034, 27.1405)
O (-0.8505, -28.3710, 27.3786)
H (-2.1786, -27.0862, 25.8799)
O (-5.7890, -26.8302, 34.0783)
C (-5.5098, -28.1368, 33.9360)
O (-5.4576, -28.7715, 34.9939)
O (-5.1740, -28.5048, 32.8136)
H (-5.9375, -26.8253, 35.0267)
O (-1.3589, -21.4536, 33.5446)
C (-0.6890, -22.5906, 33.8089)
O (0.3449, -22.7193, 33.1278)
O (-0.9086, -23.2252, 34.7914)
H (-0.7366, -21.2701, 32.8371)

Results
- calculated total energy (eV) = -175591.665
- LUMO (eV) = -4.1
- net charge = +2

Atomic partial charges in e from the Löwdin method, atoms 1 to 5: C -0.080; C -0.232; C -0.073; N -0.237; C 0.018